(1)
{
  "formula": "CH8N2O",
  "method": "ωB97M-V/def2-TZVPD",
  "species": ["C", "O", "H", "H", "H", "H", "N", "N", "H", "H", "H", "H"],
  "coordinates": [[0.3646, 1.7726, -0.7191], [0.4436, 0.4596, -1.1905], [-0.7145, 1.9346, -0.5430], [0.8457, 2.5237, -1.3220], [0.8199, 1.9748, 0.2592], [0.9943, 0.0084, -0.5641], [0.1953, -1.0103, 1.2479], [-0.9940, -1.3443, 0.4609], [-0.1643, -0.6591, 2.1569], [0.8092, -1.7753, 1.3086], [-0.8828, -0.8138, -0.4031], [-1.8525, -1.0231, 0.9846]],
  "forces_ev_per_angstrom": [[-1.3, 0.7, 1.4], [0.6, 0.2, -0.8], [0.4, 0.7, -0.4], [-0.2, 0.1, -1.0], [0.1, -0.7, 0.1], [0.4, -0.7, 0.6], [-2.0, 2.2, 0.3], [-0.5, 0.0, 0.7], [1.1, -0.7, -0.8], [0.3, -1.3, 0.6], [-0.5, 0.1, 0.3], [1.5, -0.4, -1.0]],
  "e_above_lowest_ev": 1.847,
  "smiles": "CO.NN",
  "gap_ev": 9.72,
  "fmax_ev_per_a": 3.0,
  "total_charge": 0,
  "total_energy_ha": -227.57317
}

---

(2)
{
  "formula": "CH8N2O",
  "method": "ωB97M-V/def2-TZVPD",
  "species": ["N", "C", "N", "H", "H", "H", "H", "H", "H", "O", "H", "H"],
  "coordinates": [[0.2989, 2.2816, -0.4394], [-0.4236, 1.0136, -0.4522], [0.3377, -0.2025, -0.2693], [0.6543, 2.5183, -1.3646], [1.1431, 2.1621, 0.0682], [-1.0174, 0.9430, -1.3594], [-1.1953, 1.0432, 0.3169], [1.0505, -0.0754, 0.4422], [0.8210, -0.5407, -1.0791], [-0.2364, -2.7422, 1.1330], [-1.1436, -3.0027, 0.9356], [-0.0399, -1.9648, 0.5801]],
  "forces_ev_per_angstrom": [[-0.2, 0.0, -1.0], [-0.7, 0.2, 0.0], [0.3, -0.3, 0.5], [-0.4, -0.1, 0.0], [0.7, 0.0, 1.0], [0.2, 0.0, -0.3], [0.2, 0.0, 0.4], [-0.1, 0.0, 0.1], [0.1, 0.2, -0.6], [0.1, -0.2, 0.0], [0.2, 0.2, 0.0], [-0.4, 0.0, 0.1]],
  "e_above_lowest_ev": 0.122,
  "smiles": "NCN.O",
  "gap_ev": 10.61,
  "fmax_ev_per_a": 1.2,
  "total_charge": 0,
  "total_energy_ha": -227.63658
}

---

(3)
{
  "formula": "CH8N2O2",
  "method": "ωB97M-V/def2-TZVPD",
  "species": ["H", "N", "C", "N", "H", "H", "H", "O", "H", "H", "O", "H", "H"],
  "coordinates": [[-0.7875, -2.3483, 1.3234], [-0.5169, -1.3984, 1.1519], [-1.4549, -0.5986, 0.8508], [-1.4288, 0.3849, -0.0671], [-2.4830, -0.7914, 1.1920], [-0.5930, 0.8118, -0.4468], [-2.2087, 0.6025, -0.6562], [1.0908, 1.8586, -1.1085], [1.9984, 1.5316, -1.0704], [1.1032, 2.7796, -0.8304], [2.0318, -0.6240, -0.2120], [2.0679, -1.5672, -0.4097], [1.1807, -0.6411, 0.2830]],
  "forces_ev_per_angstrom": [[-0.4, 0.1, 1.3], [1.5, 0.9, -1.1], [-1.8, -1.8, -0.8], [0.9, 1.6, -0.2], [0.0, 0.0, -0.2], [0.6, -0.5, 0.2], [-0.7, -0.1, 0.7], [-0.2, 0.3, -0.1], [-0.2, -0.2, 0.2], [0.2, -0.1, 0.0], [-0.6, -0.4, 0.3], [0.4, 0.1, -0.2], [0.3, 0.2, 0.0]],
  "e_above_lowest_ev": 0.733,
  "smiles": "[H]/N=C/N.O.O",
  "gap_ev": 10.05,
  "fmax_ev_per_a": 2.6,
  "total_charge": 0,
  "total_energy_ha": -302.87039
}